Record 1
{"formula": "C38H88N4O8", "method": "ωB97M-V/def2-TZVPD", "smiles": "CC1(C)CCCC(C)(C)N1O.CC1(C)CCCC(C)(C)N1O.CC1(C)CCCC(C)(C)N1O.CC1(C)CCCC(C)(C)N1O.CO.CO.O.O", "de_lowest_kj_mol": 192.67, "gap_ev": 8.09, "total_charge": 0, "total_energy_ha": -2321.33960, "species": ["H", "N", "H", "H", "H", "H", "H", "O", "C", "H", "H", "H", "H", "O", "H", "H", "H", "C", "H", "H", "H", "H", "H", "N", "H", "H", "H", "C", "H", "C", "H", "H", "H", "H", "C", "C", "C", "H", "H", "C", "H", "O", "C", "C", "C", "H", "C", "C", "O", "H", "H", "H", "H", "H", "H", "H", "H", "O", "H", "H", "H", "C", "H", "H", "C", "C", "H", "H", "C", "H", "H", "H", "H", "O", "H", "H", "H", "O", "H", "H", "H", "C", "C", "C", "H", "H", "H", "H", "H", "O", "H", "C", "H", "H", "H", "C", "N", "H", "C", "H", "H", "H", "C", "H", "C", "H", "H", "H", "H", "C", "H", "H", "H", "C", "H", "C", "H", "H", "C", "H", "C", "N", "C", "H", "C", "C", "H", "H", "C", "H", "C", "H", "H", "C", "C", "H", "H", "C"], "xyz": [[-5.1922, -1.9229, -2.8153], [3.1191, 0.8067, -3.2808], [-0.9847, -1.8738, 5.1690], [1.1924, 1.2694, -3.3010], [-0.7637, 2.3424, -0.6381], [-1.8392, -1.0314, 3.8631], [-0.5993, -2.7849, -2.2155], [1.7060, 0.4270, -3.2364], [1.7902, -7.3912, 4.4231], [-1.7869, 5.9327, 2.6081], [-2.4135, 5.0461, 0.2701], [-2.7351, 1.6793, -4.7347], [1.4328, 7.0292, 0.6581], [-1.6523, 4.7000, -0.2603], [-2.8370, 2.2879, 2.0142], [2.1056, 3.5671, -4.9641], [3.7714, -0.4505, -0.2509], [-3.8323, -2.9015, -5.5315], [0.9584, 2.4129, 1.7271], [2.1115, 0.8863, -5.7077], [-3.0619, 3.9103, 1.7764], [1.4608, 2.8868, -3.4958], [-2.6469, -2.2959, 4.7895], [-3.3224, -0.9963, -4.2272], [-2.5222, -2.1909, 1.9559], [1.9302, -4.5872, 2.7986], [-3.4817, -0.1593, -1.6184], [-1.2113, -3.1160, 3.4145], [2.5050, -0.8899, -1.3150], [5.0381, 1.3947, -1.9087], [-3.1733, -3.6581, 2.6055], [-3.9427, -3.9902, -5.5061], [5.7036, 0.5608, -2.1776], [-1.2515, 1.6409, -3.8343], [-4.5452, -2.7522, -3.1170], [-2.2862, 3.2311, 2.1872], [0.1148, 2.7467, 2.3502], [1.3209, -1.2320, 1.2801], [-2.4778, 1.2768, -1.9069], [3.3132, 1.8860, -4.2213], [-0.7007, -4.2780, 5.1742], [-4.4933, -0.3371, -4.7502], [-1.0161, 6.4313, 2.0288], [-2.2389, -3.1983, 2.2872], [1.0912, 5.0319, 2.2692], [-1.4274, 0.6514, -5.3591], [2.8197, 1.8963, -1.0404], [3.1446, 1.2611, -5.6085], [1.0546, -2.5444, 3.8918], [3.2930, 1.9447, -6.4432], [-2.2701, 3.3745, 3.2650], [4.9035, 3.2803, -4.7769], [0.0395, 6.9072, -0.4053], [-0.4017, -0.8616, -3.5781], [-4.6733, -3.4981, 7.0572], [1.8641, -7.2964, 3.3352], [0.9557, -7.9772, 4.7916], [1.6992, -6.0851, 5.0480], [-0.3035, 4.4538, 3.7063], [-1.4978, -2.9326, -4.6145], [2.7722, -7.7853, 4.7049], [-1.9117, 1.0160, -4.4647], [1.9843, 4.6813, 1.7466], [-0.6529, -2.3042, 0.2356], [-2.1427, -3.0378, -3.7354], [4.2346, 1.8104, 3.9259], [5.3645, 1.5898, -4.6058], [1.3256, 3.6691, 3.9158], [0.7403, 6.3206, 0.1852], [-0.0630, -3.9047, -0.2344], [-1.5680, 6.9461, 1.2245], [4.1471, -1.1421, -1.8706], [-4.8393, -2.5265, -5.7614], [-5.0043, -1.4094, 2.7549], [5.1030, 1.6040, 3.2780], [-2.2607, -4.8125, 4.3839], [0.7962, -5.5443, 1.9047], [-4.5860, -2.6786, 6.5476], [5.3408, 1.6814, -0.8964], [4.5147, 1.5626, 4.9561], [-2.1751, -2.4830, -1.6759], [2.4047, 3.0930, -4.0278], [-3.4594, -2.4160, -4.1395], [-0.9697, 3.1382, 1.3795], [-0.1664, 1.8761, 2.9482], [2.1505, -4.8334, 1.0942], [-4.2547, -3.3590, -2.2599], [2.6198, -2.3023, 1.7683], [-0.5718, 1.0712, 0.6680], [3.7555, 3.1171, 3.7825], [3.2438, 1.8940, -0.0315], [3.5065, -0.4533, -1.3151], [4.3924, 3.7595, 4.0968], [-3.1791, -2.5089, -6.2980], [4.7978, 3.5194, -2.3589], [1.3820, -4.6173, 1.8446], [0.0899, -2.7390, 2.8936], [-0.8399, -0.4167, -2.0113], [4.7399, 2.3865, -4.1781], [1.7804, 1.5704, -0.8940], [-5.2842, -3.4135, -3.6217], [-4.8389, -1.9762, 7.1652], [1.6946, -2.2576, 1.1977], [3.4620, 1.1175, 3.6039], [-0.4392, -3.3079, 0.6109], [-3.9798, 1.2171, -2.7467], [-5.1660, -0.2886, -4.0234], [-2.4801, -3.9165, 0.3206], [-2.0993, 1.6507, 0.2434], [-1.2609, -4.4261, 4.2511], [-4.7399, -1.0720, 1.8849], [1.8810, -2.3866, 0.1291], [3.7772, 0.3807, -5.6929], [0.5356, 3.9451, 3.2127], [1.3466, 5.6245, -0.3874], [-3.1841, 0.5730, -2.3610], [-1.5543, -5.0229, 1.3602], [1.0500, -1.5871, 4.0494], [-1.6905, -3.9780, 1.0768], [2.9029, 3.8613, -3.4351], [-2.4106, -0.0777, -3.5241], [-0.6224, 4.3465, 0.6580], [-1.6932, -1.9968, 4.3429], [-0.6932, -5.1634, 3.6608], [5.2625, 2.6168, -2.7709], [-1.2903, -0.8588, -2.9218], [-2.3301, -4.0829, -3.4786], [6.3391, 2.8233, -2.7868], [-1.0565, 1.9945, 0.3465], [1.5020, -5.4410, 4.3648], [-1.5321, -2.3275, -2.5655], [1.2560, 5.9407, 2.8546], [-0.4734, 7.1731, 2.6061], [0.6702, -3.2717, 1.6658], [0.0130, 5.5184, 1.2784], [-4.7146, -0.7280, 3.3817], [2.8614, 2.9183, -1.4025], [3.5807, 0.9261, -1.9323]], "mulliken_charge": [0.196, -0.254, 0.542, 0.084, 0.158, 0.167, 0.472, -0.114, -0.555, 0.314, 0.336, 0.397, 0.382, -0.477, 0.369, 0.489, 0.456, -2.046, 0.130, 0.280, 0.331, 0.018, 0.298, 0.324, -0.130, 0.444, 0.338, 1.445, -0.042, -1.242, 0.575, 0.439, 0.395, 0.202, -1.616, -1.784, -1.427, 0.348, 0.096, 1.677, 0.398, -0.486, -1.765, -0.729, -1.294, 0.416, -2.143, -1.973, -0.488, 0.416, 0.325, 0.361, 0.359, 0.096, 0.296, 0.226, 0.235, -0.571, 0.376, 0.303, 0.280, -1.845, 0.302, -0.023, -1.986, -0.447, 0.441, 0.404, -1.693, 0.666, 0.459, 0.523, 0.427, -0.605, 0.272, 0.376, 0.326, -0.607, 0.341, 0.323, -0.353, -1.271, 1.852, 2.976, 0.396, 0.338, 0.268, 0.577, -0.019, -0.389, 0.610, -1.955, 0.242, 0.448, 0.285, -1.882, 0.923, -0.100, -1.373, 0.225, 0.527, 0.296, -2.534, 0.048, -1.233, 0.570, 0.347, 0.268, 0.455, -1.686, 0.294, 0.451, 0.469, -0.650, 0.278, -1.759, 0.391, 0.309, -1.000, 0.343, 1.852, 0.303, -1.934, 0.351, -0.623, -0.152, 0.499, 0.439, -2.066, 0.256, 0.246, 0.526, 0.415, 2.615, 1.516, 0.301, 0.273, 2.890]}

Record 2
{"formula": "C38H91IN9O9", "method": "ωB97M-V/def2-TZVPD", "gap_ev": 6.22, "total_charge": 1, "total_energy_ha": -2969.71408, "species": ["H", "H", "H", "H", "C", "H", "C", "C", "C", "C", "H", "H", "C", "H", "H", "O", "C", "H", "H", "H", "C", "I", "O", "N", "H", "C", "H", "N", "H", "H", "H", "N", "H", "H", "H", "H", "H", "H", "C", "H", "H", "H", "H", "H", "C", "H", "N", "H", "C", "H", "N", "C", "C", "H", "H", "H", "C", "H", "H", "H", "C", "H", "H", "H", "H", "H", "H", "H", "C", "H", "H", "C", "H", "C", "H", "C", "H", "C", "H", "H", "O", "H", "H", "C", "C", "O", "N", "H", "H", "H", "C", "C", "O", "H", "H", "H", "C", "C", "C", "C", "H", "O", "C", "H", "H", "H", "H", "N", "H", "H", "H", "H", "C", "C", "H", "C", "H", "H", "C", "O", "H", "H", "C", "H", "H", "H", "C", "H", "H", "O", "H", "H", "H", "C", "H", "H", "H", "H", "H", "N", "H", "H", "H", "O", "H", "H", "C", "N"], "xyz": [[2.7191, -4.1419, -2.5143], [-0.8619, 2.6253, -1.0991], [-4.5485, -6.2600, 0.1046], [0.1257, -1.5585, 1.1690], [-4.0745, -5.7640, -0.7468], [-1.8324, 2.6491, 4.0078], [4.3983, -0.1354, 1.2999], [-1.5160, 4.2186, 5.4969], [-3.1622, 0.8631, -1.0587], [6.2214, 1.4070, 4.3110], [0.2495, 2.3685, 3.3206], [-4.7383, -5.2688, -2.7660], [4.8277, -0.1515, 0.0308], [-1.3901, 1.8275, 0.4107], [6.8107, 1.7458, 5.1627], [-1.7752, 0.7688, -1.3333], [-7.1889, 3.4419, -3.5740], [-9.7938, 2.5319, -2.8333], [3.7207, 2.0432, -1.8721], [8.6217, 0.6035, 5.6340], [3.2017, -1.2167, 3.1505], [0.4344, -1.9719, 4.4284], [-7.0237, 3.8451, -2.2253], [-3.5693, 2.0215, -3.2269], [-2.4528, 4.0327, 6.0295], [2.4559, -3.3365, 1.1864], [-0.4901, -2.2383, -0.2906], [-3.0728, -6.6814, -1.2985], [-11.1746, 3.1417, -1.9437], [-2.6718, 4.1653, 3.6932], [6.5733, -2.2546, 6.4455], [3.7522, -2.2315, -0.3990], [0.5345, -4.7092, -3.1402], [2.3366, -3.4956, 2.2448], [3.0094, -4.1916, 0.8264], [3.3484, -2.2004, 3.5690], [5.4131, 0.6467, -0.3809], [-2.8666, -4.7283, 0.6871], [-5.1580, -5.5266, -1.7940], [1.3911, -3.6780, -0.6141], [-2.6447, 3.7677, -1.4774], [0.5881, 6.1521, -1.6516], [-4.2121, -3.7533, 0.1063], [1.2391, -0.2690, -2.3871], [0.9890, -6.6959, -3.7418], [-3.3200, -3.6374, -2.9880], [2.5269, -5.1263, -2.6881], [1.8477, -7.3304, -3.9562], [2.9340, -6.0471, -6.2730], [-2.3657, -2.2886, -2.3763], [-1.2346, 5.6537, 5.5737], [3.2720, 2.9258, -1.3999], [-3.4442, -4.4725, -0.2060], [0.5490, -7.0573, -2.8125], [-8.2631, 2.2111, -0.8540], [4.5408, 4.4234, -2.3338], [1.1623, -3.3266, 0.3787], [2.3110, 3.3208, 0.3285], [3.7163, -5.9459, -7.0235], [6.7151, -0.6737, 6.6868], [1.8071, -0.6792, 3.3452], [6.8174, 1.4857, 3.3970], [-3.6921, 3.3611, -0.1131], [8.1586, -2.2626, 4.7217], [2.1559, 5.8763, -0.8935], [-5.7485, -6.4310, -1.9315], [3.1855, -6.8995, -5.6384], [2.3475, 3.6744, -3.2368], [1.6550, -4.5270, -4.9396], [-10.3481, 4.1895, -3.0969], [0.8808, 3.5102, 2.1225], [1.3819, -5.2288, -3.6019], [0.4695, -4.0504, 0.7805], [-9.2942, 3.9094, -1.2163], [1.1692, 3.8093, 3.8362], [4.4860, -1.2263, -0.7639], [4.8393, -1.2529, -1.7770], [3.6261, -1.2201, 1.7070], [-9.8764, 4.6163, -0.6187], [-4.0049, -2.5430, -1.7492], [5.7447, 0.0816, 4.5105], [-0.4960, 3.6362, 7.3070], [-2.0187, 6.1715, 5.1876], [0.4430, 3.4193, 3.1174], [7.7425, -1.3096, 5.0603], [2.8990, -4.8407, -5.5269], [-8.9448, 2.7756, -0.3548], [-3.3280, 0.9240, 0.0253], [4.0734, 4.8212, -0.6774], [1.4640, 2.3913, -2.4165], [-8.0513, 4.6668, -1.7059], [4.3481, 4.0059, -1.3447], [1.1284, -1.0494, -0.5402], [9.1716, -0.0039, 4.0668], [-7.6743, 4.2192, -4.1700], [1.3638, -2.0013, -2.3795], [6.6188, -0.9505, 4.0776], [-3.0992, -3.0466, -2.0967], [0.4297, -2.0089, 0.2396], [-0.4172, 3.4594, 6.2352], [-2.5572, 2.0336, -3.3190], [1.4491, 0.3902, 2.9580], [1.5085, 5.5748, -1.7199], [4.6215, 0.6565, 1.9827], [0.2545, -6.8342, -4.5365], [-3.8497, 1.1401, -3.6491], [3.3495, -5.4495, -3.1903], [7.2507, -1.4972, 6.4264], [1.6899, -3.4488, -4.7525], [-4.3685, 4.0811, -1.5757], [9.7554, -0.7285, 5.5640], [3.8567, -0.5574, 3.7079], [-0.9768, 1.6672, -0.5869], [8.8826, -0.2965, 5.0785], [-7.6066, 5.1741, -0.8452], [-3.6253, 3.3766, -1.2035], [-3.5903, -0.0873, -1.3908], [1.9938, 5.8018, -2.6724], [2.0482, 3.3019, -2.2492], [-2.5197, -3.8523, -1.0840], [-7.7611, 2.5133, -3.6432], [-6.1950, 3.2550, -3.9824], [-3.8886, 1.9966, -1.7950], [5.3537, 2.0617, 4.2237], [-2.4118, -6.9368, -0.5700], [-0.4964, 2.3828, 6.0647], [-10.1983, 3.4160, -2.3416], [-0.4671, 5.8538, 4.9386], [5.2843, 3.5894, -0.9699], [1.1590, 4.2018, -1.6270], [1.9843, -6.2328, -6.7810], [-2.5159, -6.1638, -1.9729], [7.0173, -0.7100, 3.0813], [0.8509, -1.1619, -1.9144], [-4.9605, 1.8009, -1.6947], [0.5781, 3.7825, 5.9305], [2.2445, 1.7722, -0.0761], [5.9779, -1.8321, 3.9604], [-5.8351, -4.7262, -1.4895], [2.8843, 2.5621, -0.0320], [0.8386, -4.6997, -5.6522], [-0.2097, -1.2006, -2.1328], [-8.3192, 5.4458, -2.4312], [-0.7490, 4.1806, 3.1319], [-8.4392, 3.1176, 0.4576], [0.0106, 1.2144, -0.4887], [-1.7301, 3.7426, 4.0530], [3.3226, -2.1814, 0.8594]], "mulliken_charge": [0.028, -0.144, 0.487, 0.086, 0.316, 0.310, -0.299, 0.296, -0.817, -0.912, 0.263, 0.271, -0.497, 0.413, 0.238, -0.084, -0.831, 0.283, 0.470, 0.308, -0.881, 0.022, -0.120, -0.697, 0.440, -1.391, 0.326, -0.714, 0.352, 0.383, 0.278, -0.909, -0.125, 0.355, 0.495, 0.951, 0.481, 0.284, -1.416, -0.429, 0.328, 0.258, 0.458, 0.169, -1.750, 0.270, -0.550, 0.363, -0.646, 0.088, -0.744, 0.751, -0.821, 0.368, 0.297, 0.404, 0.193, 0.236, 0.269, 0.308, -0.688, 0.408, 0.342, 0.446, 0.246, 0.363, 0.233, 0.547, -0.668, 0.346, -0.191, 1.188, 0.727, 0.364, 0.351, -0.553, 0.500, 1.329, 0.420, 0.361, -0.364, 0.363, 0.276, -0.172, 0.151, -0.416, -0.735, 0.395, 0.296, -0.047, -0.848, -1.688, 0.829, 0.340, 0.378, 0.087, -0.371, -0.718, -0.640, -1.353, 0.277, -0.165, -0.768, 0.713, 0.372, 0.318, 0.347, -0.699, 0.174, 0.339, 0.366, -0.058, 0.170, -1.439, 0.307, -1.527, 0.016, 0.326, -0.890, -0.056, 0.282, 0.237, 0.787, 0.322, 0.274, 0.313, -1.402, 0.322, 0.355, -0.128, 0.300, 0.280, 0.391, -0.615, 0.231, 0.264, -0.117, 0.210, 0.349, -0.283, 0.523, -0.088, 0.429, -0.443, 0.272, -0.508, -0.598, 0.965]}